Entry 1:
C28H45GeN2RuS5Si3 as an isolated structure. Source: the Open Molecules 2025 dataset; level of theory: the ωB97M-V functional and the def2-TZVPD basis.

Cartesian coordinates (Å):
Ru -1.722 1.308 -1.333
S 0.543 1.634 -1.413
C 1.063 1.600 0.243
N 2.375 1.444 0.533
C 2.734 1.275 1.929
C 1.937 2.252 2.765
N 0.521 2.027 2.541
C -0.373 2.136 3.698
C -0.235 0.935 4.607
C 0.551 1.002 5.752
C 0.723 -0.120 6.551
C 0.114 -1.316 6.205
C -0.679 -1.385 5.068
C -0.858 -0.263 4.275
C 0.115 1.741 1.284
S -1.579 1.574 0.942
C 3.455 1.493 -0.451
C 4.338 2.698 -0.228
C 5.625 2.556 0.279
C 6.418 3.673 0.502
C 5.928 4.939 0.222
C 4.648 5.086 -0.296
C 3.857 3.971 -0.520
H 3.800 1.462 2.046
H 2.514 0.250 2.250
H 2.203 3.277 2.483
H 2.160 2.107 3.820
H -1.393 2.234 3.341
H -0.112 3.051 4.235
H 1.019 1.942 6.028
H 1.332 -0.057 7.444
H 0.245 -2.191 6.829
H -1.162 -2.317 4.800
H -1.490 -0.309 3.396
H 3.012 1.535 -1.441
H 4.043 0.575 -0.373
H 6.011 1.564 0.486
H 7.422 3.552 0.886
H 6.540 5.812 0.407
H 4.271 6.071 -0.542
H 2.859 4.086 -0.932
S -4.021 4.326 -3.243
C -3.397 2.869 -2.756
S -3.941 2.027 -1.358
S -2.011 2.148 -3.482
C -5.205 -1.446 -2.054
Si -3.846 -1.825 -0.808
C -4.093 -0.986 0.861
C -3.587 -3.680 -0.580
Ge -1.712 -0.966 -1.816
Si 0.161 -2.252 -0.783
C 0.049 -1.898 1.070
C 0.011 -4.123 -1.014
C 1.823 -1.722 -1.517
Si -1.585 -1.576 -4.231
C -3.045 -0.873 -5.190
C -1.653 -3.461 -4.218
C 0.070 -0.892 -4.823
H -6.192 -1.628 -1.622
H -5.112 -2.072 -2.943
H -5.165 -0.400 -2.363
H -5.073 -1.229 1.279
H -4.034 0.098 0.767
H -3.333 -1.302 1.578
H -4.530 -4.146 -0.282
H -2.856 -3.882 0.204
H -3.251 -4.162 -1.500
H -0.776 -2.458 1.519
H -0.134 -0.842 1.255
H 0.967 -2.184 1.592
H -0.986 -4.505 -0.796
H 0.712 -4.606 -0.329
H 0.277 -4.430 -2.027
H 1.790 -0.705 -1.903
H 2.112 -2.385 -2.335
H 2.611 -1.774 -0.760
H -3.988 -1.315 -4.866
H -2.930 -1.072 -6.259
H -3.114 0.205 -5.064
H -2.620 -3.814 -3.856
H -0.873 -3.890 -3.589
H -1.517 -3.845 -5.233
H 0.173 0.155 -4.531
H 0.142 -0.944 -5.912
H 0.909 -1.448 -4.404

Output
orbital gap (spin up / spin down)	6.444 / 4.482	eV
net charge	+1
electronic energy	-169650.6187	eV
ΔE to the lowest compared entry with this formula, charge and spin	33.5	kcal per mole
LUMO energy (spin up / spin down)	-3.22 / -6.29	eV
max |F|	2.21	eV Å⁻¹
HOMO level (spin up / spin down)	-9.66 / -10.77	eV
multiplicity	5



Entry 2:
One molecule with the formula C28H45N3O5P2S. Source: the Open Molecules 2025 dataset; level of theory: the ωB97M-V functional and the def2-TZVPD basis.

Cartesian coordinates (Å):
C -1.962 4.663 4.851
C -1.489 3.212 4.728
C -1.412 2.799 3.244
O -0.648 1.616 3.123
C -1.184 0.689 2.169
C -1.110 1.235 0.748
C -2.272 1.686 0.122
C -3.674 1.632 0.718
O -4.492 0.694 0.022
C -4.045 -0.654 0.192
C -2.183 2.204 -1.175
P -3.679 2.790 -2.101
C -3.054 3.799 -3.527
C -4.269 1.245 -2.966
C -0.955 2.293 -1.789
C 0.163 1.834 -1.135
C 0.137 1.274 0.121
N 1.319 0.769 0.754
C 2.081 1.838 1.455
N 3.532 1.636 1.403
C 2.128 -0.017 -0.137
C 2.660 -1.234 0.261
O 2.425 -1.778 1.511
C 1.066 -2.253 1.599
C 0.966 -3.595 2.337
O -0.315 -3.764 2.923
C -1.385 -3.667 2.000
C -1.280 -4.578 0.765
C 3.456 -1.993 -0.589
P 4.080 -3.615 0.023
C 5.350 -4.163 -1.203
O 2.818 -4.701 -0.203
C 3.756 -1.564 -1.865
C 3.236 -0.355 -2.280
C 3.545 0.078 -3.702
N 3.014 -0.903 -4.675
C 1.534 -0.885 -4.654
C 2.454 0.383 -1.429
S 1.753 1.944 -1.943
H -2.237 4.918 5.879
H -2.838 4.850 4.216
H -1.191 5.368 4.518
H -2.195 2.547 5.242
H -0.490 3.052 5.149
H -0.939 3.645 2.716
H -2.445 2.707 2.889
H -2.204 0.434 2.471
H -0.582 -0.207 2.282
H -4.135 2.615 0.572
H -3.705 1.402 1.787
H -3.329 -0.700 1.019
H -3.557 -1.001 -0.728
H -4.909 -1.283 0.425
H -2.657 4.758 -3.183
H -2.289 3.281 -4.122
H -3.905 3.972 -4.194
H -4.899 0.653 -2.305
H -4.738 1.483 -3.924
H -3.370 0.648 -3.189
H -0.805 2.684 -2.792
H 1.784 2.835 1.101
H 1.764 1.801 2.510
H 3.721 0.796 1.950
H 3.922 2.386 1.970
H 0.489 -1.525 2.162
H 0.690 -2.385 0.576
H 1.268 -4.443 1.712
H 1.689 -3.559 3.163
H -1.600 -2.629 1.690
H -2.279 -3.990 2.549
H -2.118 -4.306 0.107
H -0.372 -4.442 0.173
H -1.458 -5.613 1.069
H 6.203 -3.483 -1.114
H 5.608 -5.203 -0.992
H 4.970 -4.116 -2.235
H 2.258 -4.418 -0.941
H 4.355 -2.196 -2.509
H 4.622 0.181 -3.873
H 3.072 1.047 -3.932
H 3.255 -0.525 -5.588
H 1.151 -1.309 -5.587
H 1.217 -1.470 -3.786
H 1.144 0.146 -4.600

Output
orbital gap	8.379	eV
electronic energy	-73884.4844	eV
LUMO energy	0.43	eV
max |F|	1.79	eV Å⁻¹
HOMO level	-7.95	eV



Entry 3:
C28H46BrMgNOP2 as an isolated structure. Source: the Open Molecules 2025 dataset; level of theory: the ωB97M-V functional and the def2-TZVPD basis.

Cartesian coordinates (Å):
N 1.866 5.522 -8.108
C 2.734 4.516 -7.939
C 2.711 3.669 -6.814
C 1.749 3.876 -5.772
C 0.904 4.988 -5.964
C 0.999 5.782 -7.119
C 1.656 3.059 -4.554
Mg 1.650 0.036 0.267
P -3.215 -4.212 1.985
C 0.584 3.095 -3.718
C 0.177 2.046 -2.863
C -1.201 1.896 -2.573
C -1.692 0.663 -2.140
C -0.833 -0.418 -1.978
C 0.609 -0.176 -1.918
C 1.094 1.087 -2.377
Br -1.724 -1.852 -1.029
H 2.441 2.338 -4.445
H -0.142 3.881 -3.829
H 3.485 2.892 -6.757
H 0.229 5.283 -5.164
H 3.455 4.355 -8.741
H 0.328 6.623 -7.293
H -1.873 2.728 -2.797
H 2.176 1.325 -2.415
H -2.734 0.556 -1.843
H 1.370 -0.961 -1.657
P 0.204 1.191 1.825
C -2.343 -4.917 0.536
C -3.213 -5.780 -0.343
H -1.495 -5.472 0.947
H -1.953 -4.058 -0.040
H -2.644 -6.189 -1.171
H -3.611 -6.613 0.215
H -4.057 -5.224 -0.742
C -3.979 -2.617 1.461
C -5.224 -2.336 2.285
H -4.207 -2.684 0.386
H -3.179 -1.869 1.584
H -5.771 -1.510 1.841
H -5.878 -3.208 2.278
H -4.978 -2.082 3.318
C -1.862 -3.714 3.110
C -1.527 -4.903 4.024
H -2.223 -2.833 3.664
H -1.057 -3.395 2.422
H -0.892 -4.585 4.853
H -2.447 -5.329 4.450
H -0.993 -5.684 3.460
C 0.960 0.888 3.444
C 1.178 2.175 4.228
H 1.910 0.357 3.270
H 0.316 0.179 3.993
H 2.122 2.645 3.930
H 0.361 2.901 4.080
H 1.237 1.945 5.300
C -1.611 1.304 2.077
C -2.281 2.336 1.182
H -1.748 1.540 3.147
H -2.004 0.291 1.878
H -1.866 3.332 1.346
H -2.179 2.123 0.115
H -3.350 2.399 1.385
C 0.882 2.750 1.108
C 2.397 2.774 0.992
H 0.487 3.581 1.695
H 0.428 2.821 0.109
H 2.669 3.350 0.107
H 2.836 3.277 1.855
H 2.909 1.791 0.891
C 3.720 -3.424 1.434
C 3.622 -1.988 1.937
C 4.691 -1.492 2.888
O 2.830 -1.169 1.413
H 4.679 -3.865 1.725
H 3.602 -3.437 0.349
H 2.937 -4.030 1.903
H 4.941 -0.471 2.645
H 4.282 -1.531 3.909
H 5.566 -2.138 2.852

Output
orbital gap	4.807	eV
net charge	+2
electronic energy	-127369.6066	eV
ΔE to the lowest compared entry with this formula, charge and spin	0.0	kcal per mole
LUMO energy	-6.87	eV
max |F|	2.60	eV Å⁻¹
HOMO level	-11.68	eV